1.
{"formula": "C13H24N4O4ReS6", "method": "ωB97M-V/def2-TZVPD", "spin_multiplicity": 2, "gap_ha": [0.246, 0.263], "e_tot_ha": -3497.20937, "de_lowest_ev": 0.143, "s2": 0.786, "elements": ["Re", "C", "C", "N", "C", "C", "N", "C", "C", "C", "N", "C", "C", "N", "C", "H", "H", "H", "H", "H", "H", "H", "H", "H", "H", "H", "H", "H", "H", "H", "H", "H", "H", "H", "H", "H", "H", "H", "H", "O", "C", "S", "C", "C", "S", "S", "S", "O", "S", "O", "O", "S"], "positions_angstrom": [[-0.3483, -0.5947, 1.5803], [-0.2123, 0.7324, -3.3310], [-0.8306, -0.6534, -3.1455], [-0.5305, -1.3251, -1.9000], [0.7311, -1.9978, -1.7634], [1.7850, -1.2394, -0.9703], [1.5825, -1.1374, 0.5124], [2.8058, -0.4724, 1.0729], [2.8176, 1.0438, 0.9804], [1.9491, 1.7367, 2.0153], [0.4935, 1.5202, 1.8541], [-0.1899, 2.6390, 1.1540], [0.2659, 2.9192, -0.2713], [0.2823, 1.7523, -1.1376], [-0.5937, 1.7978, -2.3045], [0.8820, 0.6563, -3.3769], [-0.5220, 1.0803, -4.3196], [-1.9172, -0.5454, -3.1932], [-0.5348, -1.2634, -4.0149], [-1.3032, -1.8780, -1.5738], [0.5772, -2.9703, -1.2873], [1.1824, -2.2035, -2.7460], [2.7433, -1.7501, -1.1102], [1.8944, -0.2367, -1.3661], [1.6477, -2.0990, 0.8437], [2.8950, -0.7651, 2.1169], [3.6698, -0.8709, 0.5361], [3.8483, 1.3573, 1.1631], [2.5834, 1.3814, -0.0291], [2.2214, 1.3522, 2.9994], [2.1552, 2.8110, 2.0111], [0.1127, 1.5589, 2.7993], [-1.2559, 2.4132, 1.1549], [-0.0469, 3.5535, 1.7403], [-0.4330, 3.6652, -0.6638], [1.2477, 3.4053, -0.2591], [1.2204, 1.5868, -1.4625], [-1.6283, 1.6450, -1.9802], [-0.5477, 2.7853, -2.7862], [-5.7734, -3.5293, -1.4373], [-4.8341, -3.0204, -0.9024], [-4.6065, -1.2569, -0.7861], [-3.0835, -1.3303, 0.0652], [-2.5879, -2.5467, 0.3510], [-1.0623, -2.6978, 1.1556], [-3.5030, -3.9438, -0.1617], [-2.2125, 0.0962, 0.5022], [-1.2961, 0.1039, 3.2361], [-0.7256, -0.6056, 4.4988], [-0.3656, 0.3986, 5.4566], [-1.5869, -1.6682, 4.9131], [0.9377, -1.3901, 3.5670]]}

=====

2.
{"formula": "C13H24N4O4S", "method": "ωB97M-V/def2-TZVPD", "spin_multiplicity": 1, "gap_ha": 0.352, "e_tot_ha": -1427.92219, "de_lowest_ev": 2.122, "smiles": "CNC(=O)[C@@H](CCC(N)=O)NC(=O)[C@@H](CCSC)NC(C)=O", "elements": ["C", "N", "C", "O", "C", "C", "C", "C", "N", "O", "N", "C", "O", "C", "C", "C", "S", "C", "N", "C", "C", "O", "H", "H", "H", "H", "H", "H", "H", "H", "H", "H", "H", "H", "H", "H", "H", "H", "H", "H", "H", "H", "H", "H", "H", "H"], "positions_angstrom": [[1.8436, -3.1053, 2.6426], [1.2115, -2.2213, 1.6672], [-0.0997, -2.1849, 1.3566], [-0.7619, -2.9848, 1.9585], [-0.7002, -1.3054, 0.2322], [-2.2875, -1.4164, 0.0984], [-2.8347, -2.8199, -0.3546], [-2.4090, -3.2373, -1.8258], [-2.1240, -4.4949, -1.9975], [-2.3196, -2.4943, -2.7769], [-0.2616, 0.0392, 0.3865], [0.7858, 0.5221, -0.2465], [1.7577, -0.1706, -0.6221], [0.6540, 2.0303, -0.5571], [1.5192, 2.7878, 0.4385], [0.7665, 3.5312, 1.3754], [-0.5908, 2.7917, 2.2475], [0.1228, 1.4215, 3.2488], [1.2406, 2.3064, -1.9626], [0.5650, 3.0833, -2.7577], [1.2474, 3.3130, -4.0709], [-0.4360, 3.7139, -2.3543], [2.4780, -2.3408, 3.1509], [1.0977, -3.6429, 3.2384], [2.5115, -3.8570, 2.2792], [1.8990, -1.7036, 1.0712], [-0.3686, -1.6486, -0.7108], [-2.4639, -0.6487, -0.6400], [-2.7356, -1.1647, 0.9872], [-2.4640, -3.5045, 0.3852], [-3.9087, -2.8718, -0.3991], [-2.2647, -5.1267, -1.2354], [-2.0368, -4.8810, -2.9116], [-0.8665, 0.8253, 0.6062], [-0.4739, 2.3588, -0.6036], [2.0967, 2.0687, 1.0901], [2.3471, 3.4279, 0.0388], [0.3340, 4.4735, 0.8921], [1.3156, 3.9610, 2.2114], [0.8166, 0.7998, 2.5937], [0.5545, 1.9197, 4.0834], [-0.6194, 0.7048, 3.4656], [1.7858, 1.6549, -2.3501], [0.5026, 3.7381, -4.8597], [1.5804, 2.3410, -4.5700], [1.9936, 4.0115, -3.9391]]}

=====

3.
{"formula": "C13H24N4O5", "method": "ωB97M-V/def2-TZVPD", "spin_multiplicity": 1, "gap_ha": 0.335, "e_tot_ha": -1104.94949, "de_lowest_ev": 3.240, "smiles": "CNC(=O)[C@@H](CC(=O)[O-])NC(=O)[C@@H](CCCC[NH3+])NC(C)=O", "elements": ["C", "N", "C", "O", "C", "C", "C", "O", "O", "N", "C", "O", "C", "C", "C", "C", "C", "N", "N", "C", "C", "O", "H", "H", "H", "H", "H", "H", "H", "H", "H", "H", "H", "H", "H", "H", "H", "H", "H", "H", "H", "H", "H", "H", "H", "H"], "positions_angstrom": [[0.1780, -5.5532, -0.9658], [0.6391, -4.2704, -1.2684], [-0.1059, -3.2085, -0.8476], [-1.1983, -3.3503, -0.3250], [0.4859, -1.7215, -0.9952], [-0.0355, -1.1389, -2.3393], [0.9811, -0.3073, -3.0567], [0.4839, 0.6873, -3.6000], [2.2542, -0.5402, -2.7750], [0.2210, -0.8000, 0.1641], [0.9366, 0.2040, 0.7929], [1.9945, 0.6591, 0.4040], [0.3103, 0.9512, 1.9714], [0.1963, 2.4905, 1.9715], [-0.6425, 3.1000, 0.8193], [-0.1384, 3.0184, -0.6579], [1.2740, 3.4233, -1.0311], [1.9056, 2.3139, -1.8133], [-1.0953, 0.5687, 2.1488], [-1.6737, 0.2040, 3.3267], [-3.0722, -0.3770, 3.3557], [-1.0730, 0.2814, 4.3858], [0.7022, -6.2728, -1.7187], [-0.9553, -5.6839, -1.3536], [0.3855, -6.0081, 0.0093], [1.4643, -4.1634, -1.8528], [1.5872, -1.9488, -1.0312], [-0.3333, -1.9551, -3.0393], [-0.9317, -0.6427, -2.1540], [-0.5489, -1.1540, 0.7059], [0.8120, 0.5328, 2.8541], [-0.2563, 2.7548, 2.9616], [1.2059, 2.8900, 2.0117], [-0.7104, 4.1918, 0.9613], [-1.6151, 2.8485, 0.7980], [-0.8590, 3.4943, -1.2418], [-0.1948, 1.9272, -1.0698], [1.7587, 3.8403, -0.2137], [1.1889, 4.3634, -1.6921], [2.8378, 2.6593, -2.2385], [1.3233, 1.8159, -2.5503], [1.9909, 1.5049, -1.2670], [-1.5029, 0.2309, 1.2771], [-2.9978, -1.3750, 3.7104], [-3.5144, -0.6230, 2.4373], [-3.6621, 0.1385, 4.0314]]}

=====

4.
{"formula": "C13H24N4O5S2Yb", "method": "ωB97M-V/def2-TZVPD", "spin_multiplicity": 2, "gap_ha": [0.274, 0.274], "e_tot_ha": -3059.72543, "de_lowest_ev": 1.929, "s2": 0.751, "charge": 1, "elements": ["O", "H", "Yb", "N", "N", "O", "O", "C", "C", "C", "C", "H", "H", "H", "H", "H", "H", "H", "H", "O", "H", "H", "C", "H", "H", "H", "O", "H", "H", "C", "C", "N", "C", "C", "S", "C", "C", "S", "C", "N", "C", "H", "H", "H", "H", "H", "H", "H", "H"], "positions_angstrom": [[-4.6691, 1.9568, -0.9265], [-4.5762, 1.7745, 0.0849], [-0.3149, 0.1903, 0.4941], [0.6435, -0.0671, -1.6332], [-0.9458, 1.8921, -1.3758], [1.8792, -0.8003, -1.5437], [-1.4222, 3.0749, -1.0303], [0.5996, 0.7520, -2.7089], [-0.3668, 1.7921, -2.6008], [1.4890, 0.6779, -3.9070], [-0.6026, 2.7871, -3.6838], [2.2182, -0.1301, -3.8107], [2.0351, 1.6185, -4.0542], [0.8915, 0.5067, -4.8119], [-1.4078, 3.4570, -3.3666], [-0.9022, 2.3086, -4.6257], [0.2702, 3.4156, -3.9088], [1.6925, -1.7671, -1.7840], [-3.6224, 1.8794, -0.9408], [-1.2768, 2.1147, 1.4162], [-1.3646, 2.4977, 2.3047], [-1.4496, 2.8390, 0.7202], [-1.9374, -1.2774, 0.0661], [-2.3212, -0.4203, 0.7923], [-1.7910, -0.5353, -0.8437], [-2.9761, -1.5025, -0.1744], [1.8845, -3.3480, -2.2876], [1.0537, -3.8415, -2.2471], [2.4808, -3.7970, -1.6626], [-2.0482, -3.4890, 1.3131], [-1.1871, -2.8303, 2.3336], [-0.4165, -1.7895, 2.1259], [0.3392, -1.4154, 3.2460], [0.0539, -2.2176, 4.3493], [-1.1234, -3.4580, 3.9857], [1.3379, -0.3818, 3.1497], [2.2765, -0.0256, 4.1122], [3.3651, 1.1963, 3.5339], [2.5089, 1.1503, 1.9693], [1.4999, 0.3224, 1.9489], [2.9516, 1.9583, 0.7988], [-2.1833, -4.5354, 1.6154], [-3.0320, -3.0033, 1.2820], [-1.5803, -3.4461, 0.3224], [0.5139, -2.0856, 5.3116], [2.3146, -0.4728, 5.0932], [2.5245, 2.9704, 0.8618], [4.0469, 2.0298, 0.8346], [2.6467, 1.4744, -0.1382]]}